(1)
DFT (wB97M-V/def2-TZVPD) results for a molecular structure, C10H19NPbSi.

Positions of all 32 atoms, in Å:
C  -0.343  1.315  -3.107
C  1.054  1.611  -2.995
C  1.224  2.521  -1.907
C  -0.061  2.784  -1.345
C  -1.029  2.044  -2.089
Pb  0.749  -0.546  -0.622
N  -1.120  -1.720  -0.487
C  -0.178  -2.705  -1.426
C  1.254  -2.411  -1.668
H  2.165  2.968  -1.588
H  1.837  1.245  -3.658
H  -0.273  3.465  -0.522
H  -2.107  2.070  -1.940
H  -0.805  0.690  -3.870
H  1.498  -2.248  -2.719
H  -0.266  -3.677  -0.896
H  -1.919  -1.474  -1.081
H  1.940  -3.040  -1.099
H  -0.718  -2.840  -2.388
C  -1.741  -0.895  2.440
Si  -0.110  -0.026  2.140
C  -0.216  1.780  2.626
C  1.310  -0.905  2.993
H  -2.580  -0.267  2.108
H  -1.857  -1.105  3.514
H  -1.776  -1.836  1.866
H  -0.306  1.858  3.721
H  0.682  2.331  2.308
H  -1.096  2.255  2.167
H  1.151  -0.867  4.081
H  1.367  -1.960  2.682
H  2.272  -0.420  2.762

Net charge: -2
HOMO-LUMO gap: 3.702 eV
Highest occupied orbital energy: 2.256 eV
E_LUMO: 5.958 eV

(2)
DFT (wB97M-V/def2-TZVPD) results for 2 unconnected molecules or ions with the total composition CHFNO3.

Positions of all 7 atoms, in Å:
C  -2.261  -0.211  0.167
N  -1.014  -0.142  -0.114
O  -2.005  0.354  -1.102
O  -3.222  -0.605  0.757
O  1.455  0.072  0.366
F  1.875  -0.469  -0.847
H  0.329  0.041  0.147

Net charge: -1
HOMO-LUMO gap: 8.316 eV
Highest occupied orbital energy: -4.020 eV
E_LUMO: 4.296 eV

(3)
DFT (wB97M-V/def2-TZVPD) results for 5 unconnected molecules or ions with the total composition C22H60N11O3P3.

Positions of all 99 atoms, in Å:
O  4.591  -0.652  -0.882
P  5.094  -1.645  -1.836
N  6.780  -1.554  -2.014
C  7.565  -2.622  -2.620
C  7.469  -0.277  -1.928
N  4.482  -1.478  -3.407
C  4.918  -2.292  -4.537
C  3.350  -0.600  -3.714
N  4.764  -3.242  -1.460
C  5.672  -3.968  -0.560
C  3.399  -3.726  -1.557
H  6.960  -3.523  -2.757
H  8.330  -3.032  -1.956
H  7.836  -2.298  -3.627
H  8.428  -0.412  -1.428
H  6.893  0.480  -1.401
H  7.613  0.089  -2.952
H  3.969  -2.691  -4.935
H  5.196  -1.673  -5.400
H  5.587  -3.113  -4.327
H  2.824  -0.930  -4.613
H  2.593  -0.711  -2.938
H  3.729  0.410  -3.864
H  6.271  -3.238  -0.025
H  5.154  -4.632  0.137
H  6.252  -4.706  -1.123
H  3.340  -4.587  -2.234
H  2.683  -2.970  -1.871
H  3.022  -4.167  -0.629
O  1.722  2.564  3.955
P  1.197  3.884  3.533
N  1.848  5.163  4.402
C  3.062  5.060  5.208
C  1.451  6.533  4.115
N  -0.487  3.973  3.673
C  -1.359  4.828  2.896
C  -1.180  2.950  4.483
N  1.548  4.328  1.942
C  0.853  3.599  0.903
C  2.811  4.908  1.558
H  3.857  5.451  4.555
H  3.278  4.028  5.464
H  2.977  5.721  6.071
H  2.335  7.072  3.756
H  1.005  7.041  4.972
H  0.742  6.566  3.290
H  -1.931  5.524  3.520
H  -0.858  5.594  2.293
H  -1.898  4.183  2.199
H  -0.535  2.104  4.700
H  -1.508  3.472  5.380
H  -1.998  2.575  3.865
H  1.264  2.630  0.602
H  -0.168  3.397  1.230
H  0.704  4.191  -0.007
H  3.486  4.182  1.086
H  3.338  5.310  2.419
H  2.701  5.675  0.785
O  -6.057  -1.570  2.558
P  -6.157  -1.935  1.139
N  -5.957  -3.548  0.855
C  -6.081  -4.154  -0.481
C  -5.776  -4.553  1.914
N  -4.930  -1.177  0.257
C  -3.598  -1.764  0.305
C  -4.902  0.290  0.157
N  -7.573  -1.410  0.337
C  -8.806  -1.932  0.946
C  -7.623  -0.978  -1.047
H  -7.128  -4.119  -0.794
H  -5.712  -5.174  -0.429
H  -5.443  -3.641  -1.205
H  -5.683  -3.940  2.817
H  -4.919  -5.191  1.723
H  -6.692  -5.124  2.090
H  -2.790  -1.037  0.260
H  -3.483  -2.377  1.205
H  -3.403  -2.469  -0.514
H  -5.909  0.634  -0.074
H  -4.624  0.735  1.117
H  -4.185  0.592  -0.603
H  -8.914  -1.645  1.988
H  -9.672  -1.523  0.423
H  -8.861  -3.013  0.797
H  -8.550  -1.389  -1.466
H  -6.858  -1.448  -1.665
H  -7.723  0.105  -1.133
C  -1.671  -2.494  -3.239
C  -1.658  -1.460  -4.273
N  -1.570  -0.617  -5.047
H  -2.265  -3.388  -3.401
H  -2.075  -2.022  -2.341
H  -0.639  -2.715  -2.975
C  1.096  1.451  -2.272
C  0.281  0.405  -1.684
N  -0.367  -0.466  -1.312
H  0.490  2.354  -2.149
H  1.298  1.330  -3.335
H  2.075  1.641  -1.837

Net charge: 0
SMILES string: CN(C)P(=O)(N(C)C)N(C)C.CN(C)P(=O)(N(C)C)N(C)C.CN(C)P(=O)(N(C)C)N(C)C.CC#N.CC#N
HOMO-LUMO gap: 8.886 eV
Highest occupied orbital energy: -8.375 eV
E_LUMO: 0.511 eV

(4)
DFT (wB97M-V/def2-TZVPD) results for a molecular structure, C3H4BeO3.

Positions of all 11 atoms, in Å:
O  1.123  0.079  -1.485
C  0.982  -0.311  -0.271
O  0.630  -1.545  -0.245
O  0.544  0.531  0.641
C  -1.178  0.847  0.295
C  -1.353  1.773  -0.645
H  -1.539  0.929  1.321
H  -1.141  2.820  -0.435
H  -1.491  1.607  -1.713
Be  -0.008  -0.907  -1.551
H  -1.476  -0.700  -1.030

Net charge: 0
HOMO-LUMO gap (spin up / spin down): 6.700 / 7.492 eV
Highest occupied orbital energy (spin up / spin down): -8.781 / -9.114 eV
E_LUMO (spin up / spin down): -2.082 / -1.622 eV

For each record above, in turn, the calculated energy above the lowest of the compared OMol25 structures with the same formula, charge and spin values are 14.3 57.2 35.3 115.9 kcal/mol.
For each record above, in turn, the calculated maximum force values are 5.267 2.496 2.168 2.980 eV Å⁻¹.